{"formula": "C39H41N5O6S3W", "method": "ωB97M-V/def2-TZVPD", "species": ["W", "O", "C", "O", "C", "C", "C", "C", "C", "C", "S", "H", "H", "H", "H", "O", "C", "C", "C", "C", "N", "C", "C", "C", "C", "C", "C", "O", "C", "C", "N", "H", "H", "H", "H", "H", "H", "H", "H", "H", "H", "H", "H", "O", "C", "C", "C", "C", "C", "C", "C", "O", "N", "N", "C", "S", "C", "C", "S", "H", "H", "H", "H", "H", "H", "H", "H", "H", "N", "C", "C", "C", "C", "C", "C", "H", "H", "H", "H", "H", "H", "H", "C", "C", "C", "C", "H", "H", "H", "H", "H", "H", "H", "H", "H"], "coordinates": [[-0.225, -0.067, -0.134], [-2.416, 1.664, 2.444], [-1.285, 1.876, 2.053], [-0.896, 1.660, 0.807], [-0.239, 2.480, 2.918], [-0.646, 3.422, 3.862], [0.272, 4.045, 4.685], [1.616, 3.702, 4.570], [2.026, 2.755, 3.648], [1.110, 2.117, 2.798], [1.719, 0.847, 1.736], [-1.702, 3.653, 3.931], [-0.049, 4.783, 5.409], [2.352, 4.172, 5.211], [3.071, 2.480, 3.575], [-6.513, -1.939, 2.251], [-5.360, -2.184, 3.036], [-4.145, -1.706, 2.296], [-2.884, -2.100, 2.701], [-1.777, -1.629, 2.024], [-1.890, -0.806, 0.981], [-3.102, -0.415, 0.582], [-4.248, -0.846, 1.210], [-3.130, 0.521, -0.587], [-4.279, 1.183, -0.951], [-4.243, 2.122, -1.979], [-5.503, 2.838, -2.396], [-6.445, 1.940, -2.963], [-3.035, 2.348, -2.601], [-1.919, 1.632, -2.189], [-1.965, 0.735, -1.214], [-7.292, -2.189, 2.755], [-5.244, -3.248, 3.260], [-5.411, -1.646, 3.989], [-2.742, -2.768, 3.541], [-0.773, -1.911, 2.301], [-5.224, -0.546, 0.864], [-5.206, 0.999, -0.428], [-5.260, 3.655, -3.079], [-5.991, 3.265, -1.521], [-6.043, 1.507, -3.724], [-2.937, 3.079, -3.395], [-0.960, 1.771, -2.665], [1.817, -2.071, 3.364], [2.625, -2.888, 2.651], [3.317, -3.862, 3.370], [4.226, -4.686, 2.736], [4.474, -4.555, 1.371], [3.772, -3.607, 0.654], [2.828, -2.782, 1.270], [2.027, -1.858, 0.441], [0.834, -1.564, 0.863], [2.516, -1.400, -0.665], [1.530, -0.633, -1.326], [1.756, -0.597, -2.588], [3.187, -1.357, -3.246], [2.888, -0.785, -4.938], [1.387, -0.757, -5.146], [0.680, 0.135, -3.747], [1.540, -1.315, 2.812], [3.135, -3.933, 4.435], [4.757, -5.434, 3.313], [5.197, -5.191, 0.878], [3.921, -3.495, -0.412], [3.372, -1.495, -5.609], [3.326, 0.205, -5.075], [0.974, -1.765, -5.162], [1.099, -0.228, -6.054], [0.926, 2.144, -0.899], [1.714, 2.559, -1.998], [1.202, 3.427, -2.958], [1.949, 3.743, -4.083], [3.220, 3.210, -4.254], [3.746, 2.380, -3.270], [3.005, 2.058, -2.144], [1.490, 1.985, -0.054], [0.186, 2.791, -0.651], [0.212, 3.852, -2.822], [1.540, 4.415, -4.827], [3.804, 3.459, -5.131], [4.748, 1.979, -3.376], [3.415, 1.412, -1.376], [-2.264, -3.921, -1.848], [-2.201, -2.395, -1.737], [-2.578, -1.800, -3.095], [-0.800, -1.969, -1.262], [-3.247, -4.259, -2.190], [-2.057, -4.397, -0.887], [-1.517, -4.279, -2.563], [-2.967, -2.115, -1.008], [-1.940, -2.234, -3.874], [-2.446, -0.721, -3.139], [-3.616, -2.029, -3.357], [-0.159, -2.061, -2.140], [-0.452, -2.723, -0.556]], "forces_ev_per_a": [[1.779, 1.134, 0.753], [-0.051, 0.039, -0.031], [0.119, 0.001, -0.063], [-0.438, -0.137, -0.155], [0.031, -0.060, 0.025], [0.016, 0.000, 0.005], [0.028, -0.029, -0.023], [0.000, -0.011, -0.004], [-0.015, -0.022, -0.052], [0.040, 0.102, 0.077], [-0.244, -0.035, 0.076], [0.013, -0.025, -0.009], [0.007, -0.007, -0.009], [-0.001, -0.009, -0.017], [-0.008, 0.009, 0.010], [0.008, -0.038, 0.061], [-0.044, 0.072, -0.076], [-0.192, 0.154, -0.174], [0.311, -0.034, 0.051], [-0.150, -0.067, 0.179], [0.273, -0.275, 0.017], [-0.132, 0.458, -0.560], [-0.227, -0.185, 0.225], [-0.240, -0.404, 0.673], [-0.237, 0.145, -0.197], [-0.219, -0.088, 0.208], [0.015, -0.121, 0.006], [-0.017, 0.050, 0.036], [0.339, 0.006, -0.083], [-0.129, 0.077, -0.266], [0.110, -0.190, -0.168], [0.018, 0.016, -0.008], [-0.022, -0.047, -0.013], [-0.007, 0.012, 0.028], [-0.012, 0.010, -0.021], [0.021, -0.014, 0.006], [-0.007, -0.011, 0.036], [0.005, 0.039, -0.025], [0.002, 0.012, -0.057], [-0.014, 0.016, 0.012], [0.005, 0.005, -0.004], [-0.004, -0.023, 0.007], [-0.056, 0.046, 0.044], [-0.032, -0.151, -0.085], [0.017, 0.116, 0.160], [0.043, -0.022, -0.026], [0.001, -0.010, -0.004], [-0.032, 0.029, 0.048], [-0.027, -0.043, -0.033], [-0.006, -0.015, -0.104], [0.086, -0.181, 0.062], [-0.238, -0.333, -0.331], [-0.027, 0.284, -0.059], [-0.143, -0.277, 0.006], [0.137, 0.114, -0.142], [0.076, -0.072, 0.013], [-0.038, -0.048, -0.047], [0.087, -0.048, -0.124], [-0.104, -0.134, 0.191], [0.019, 0.087, 0.052], [0.017, 0.007, -0.014], [-0.005, 0.011, 0.000], [-0.016, 0.008, 0.009], [-0.002, -0.003, 0.022], [-0.010, 0.020, -0.014], [-0.042, -0.013, 0.004], [0.009, -0.012, -0.067], [0.021, 0.005, 0.008], [-0.190, -0.171, -0.049], [0.048, 0.014, 0.014], [0.017, 0.031, -0.038], [-0.013, 0.000, 0.043], [-0.033, -0.029, 0.057], [0.001, 0.033, -0.016], [0.018, 0.083, 0.048], [0.055, 0.081, 0.031], [0.032, 0.035, -0.041], [0.019, 0.006, -0.006], [-0.002, -0.007, 0.013], [-0.001, -0.003, 0.011], [-0.013, 0.000, 0.010], [0.000, 0.000, -0.021], [-0.016, -0.066, 0.029], [0.043, 0.003, -0.039], [0.016, -0.060, -0.031], [-0.487, 0.156, -0.100], [0.025, 0.015, -0.002], [-0.008, 0.020, -0.016], [-0.014, 0.009, 0.028], [-0.012, 0.035, -0.032], [-0.012, 0.034, 0.031], [-0.008, 0.001, 0.002], [0.038, -0.019, 0.024], [0.057, -0.011, -0.027], [-0.027, -0.079, 0.031]], "e_lumo_ha": -0.0214, "molar_mass_da": 955.8, "homo_energy_ev": -6.8, "e_above_lowest_kj_mol": 101.6, "largest_force_ev_per_a": 2.24}